No. 1
18
Properties=species:S:1:pos:R:3:forces:R:3 method="wB97M-V/def2-TZVPD" spin_multiplicity=2 e_tot_ev=-8885.725 largest_force_ev_per_a=4.2 homo_ev="-4.36 / -5.88" relative_energy_kcal_mol=75.57 charge=0
O -2.132863 1.962725 -1.951130 0.923 2.811 1.223
O 0.452150 1.636074 1.512669 1.608 0.891 1.554
N -0.831008 0.231746 -0.403771 -3.607 0.037 -2.125
C -0.138232 -1.004573 -0.554676 0.556 -0.328 -3.100
C 0.370833 -1.635568 0.525038 0.872 -0.472 1.454
C 1.806175 -1.920513 0.764015 0.100 -0.694 0.813
H -0.297109 -2.165774 1.134115 -1.090 -0.461 1.546
H 2.374688 -1.019876 0.847862 0.708 0.880 -1.027
H 2.044382 -2.281504 1.778081 -0.629 -0.694 -0.210
H -2.558793 1.762592 -2.747282 -1.158 -0.677 -1.979
H 1.099429 2.367158 1.635962 -0.779 -0.289 -0.597
H -1.744957 0.273938 0.035131 -0.788 -1.176 0.686
H 2.176742 -2.638312 0.040233 0.790 -0.006 -0.208
H 0.180446 -1.096827 -1.628883 0.272 0.263 1.094
H -1.162504 0.553133 -1.328658 0.962 0.310 0.479
H -0.434730 0.949700 0.122419 2.097 1.660 0.757
H 0.764045 1.077869 2.255075 -0.669 -0.342 -0.699
H -1.968688 2.948005 -2.036200 -0.167 -1.713 0.338



No. 2
34
Properties=species:S:1:pos:R:3:forces:R:3 method="wB97M-V/def2-TZVPD" spin_multiplicity=3 e_tot_ev=-38696.937 largest_force_ev_per_a=2.7 homo_ev="0.50 / 0.50" relative_energy_kcal_mol=89.84 charge=-2
Pd 0.602513 1.281824 -0.451298 0.227 0.089 -0.033
P 3.614013 2.644924 2.281022 -0.133 -1.079 -1.353
O 2.741463 2.030114 -3.385698 -0.001 -0.207 -0.646
O 0.299853 -2.514846 -3.262038 -0.644 -0.765 -0.648
O -3.463547 1.314644 -1.115788 -0.444 -0.530 -0.165
O -2.425417 3.771314 -1.018938 -0.680 -0.579 -0.321
O 4.447303 3.596124 1.278942 -0.560 -0.277 1.181
O 3.744413 1.415334 1.302542 -0.097 0.212 0.148
O 4.217473 2.361834 3.607602 0.321 0.661 0.239
O 2.102133 2.830274 2.222542 0.370 0.435 0.047
O 0.299623 -1.972926 2.621442 -0.277 -0.227 -0.141
O 3.024473 -3.003806 2.876972 0.120 -0.658 0.242
C -0.048577 -2.609586 -4.632208 0.706 0.698 -1.263
C -4.433137 2.339384 -1.282518 2.341 0.506 1.290
C 0.540753 -3.262886 3.098082 2.304 -0.768 0.970
C -3.775127 3.577144 -0.580148 -0.011 1.265 -0.672
C 1.987193 -3.382656 3.742692 -1.534 0.509 -0.676
H -4.511677 2.535864 -2.351778 -0.430 0.354 -0.024
H 1.930663 -2.803716 4.664502 0.467 0.272 0.230
H -3.762667 3.715644 0.500942 -0.427 -1.324 0.351
H 2.126433 -4.431616 4.004242 0.200 -0.071 0.016
H 0.483553 -3.433516 -3.052558 0.127 0.192 0.702
H 0.559373 -4.035766 2.329692 -0.583 0.407 -0.487
H 0.560593 -1.913786 -5.209158 0.235 0.197 0.136
H 2.930243 -2.103686 2.556792 -0.345 0.331 0.053
H -0.090927 -1.499106 3.359392 0.062 0.447 -0.193
H -2.040487 4.431784 -0.438248 0.255 -0.114 -0.015
H -3.833537 0.578634 -1.608738 0.467 -0.419 0.022
H -1.059527 -2.353076 -4.948908 -0.480 -0.001 0.838
H -5.350587 1.971574 -0.823058 -0.430 0.724 -0.033
H 2.865713 1.563464 -4.235018 -0.109 0.181 0.445
H -0.137697 -3.540486 3.904782 -0.387 -0.204 -0.062
H 0.164193 -3.579296 -5.082188 0.032 -0.346 0.252
H -4.309047 4.480874 -0.873908 -0.663 0.088 -0.430



No. 3
39
Properties=species:S:1:pos:R:3:forces:R:3 method="wB97M-V/def2-TZVPD" e_tot_ev=-38382.740 largest_force_ev_per_a=2.3 homo_ev=-6.73 relative_energy_kcal_mol=4.04 charge=0
F 1.385832 2.657999 5.705264 1.020 -1.259 -0.324
F 6.516678 -0.416134 -1.594972 0.028 -0.198 1.799
F 3.918997 -1.106141 7.115810 -0.538 1.056 -1.287
F 7.548498 -3.078107 2.197772 -0.835 1.318 -0.660
O 0.646686 -3.053822 -0.139986 0.618 0.563 0.161
O -0.320321 -3.327548 2.353322 0.838 0.944 0.648
O 2.326856 -1.555256 -0.253731 0.435 0.102 -1.075
O 0.544226 -2.093975 3.955667 0.277 -0.038 -0.953
N 0.502394 -2.462741 2.729778 -0.774 -0.575 0.513
C 6.856139 -2.029414 1.630389 0.393 -0.801 0.884
C 2.798909 1.561090 4.153158 0.310 -0.234 -0.387
C 1.371283 -2.254243 0.429681 -1.266 -0.639 1.856
C 2.597380 0.746283 6.443543 0.188 0.201 -0.726
C 5.211042 -0.252928 1.850084 0.940 -0.658 -0.903
C 5.936152 -1.345848 2.412636 -0.034 0.128 -0.234
C 5.475290 0.067755 0.480615 -0.475 0.100 0.558
C 3.528198 -0.238199 6.119707 0.640 -0.977 0.484
C 4.095975 -0.381533 4.860887 -0.194 0.169 0.081
C 1.372580 -1.893442 1.845311 0.210 -0.184 -1.198
C 6.371827 -0.682678 -0.246267 0.265 0.036 -1.442
C 2.267468 1.640326 5.422798 -0.760 0.828 0.326
C 7.121790 -1.725936 0.297579 -0.669 0.505 0.149
C 4.244012 0.550886 2.499940 0.007 0.000 0.467
C 3.749054 0.539461 3.827597 -0.605 0.110 0.849
C 2.274542 -1.937201 -1.645622 0.097 0.092 -0.051
C 3.288249 -1.176599 -2.452235 0.263 0.226 -0.047
H 3.838120 1.353847 1.878351 0.019 -0.280 0.120
H 5.783970 -1.648561 3.440569 0.291 -0.150 -0.470
H 2.057840 -1.146385 2.223648 -0.212 -0.144 0.079
H 7.848641 -2.273669 -0.290590 -0.120 0.002 0.074
H 2.162847 0.824585 7.433734 0.052 -0.036 -0.123
H 2.473215 -3.011531 -1.722344 -0.226 0.162 -0.004
H 2.513995 2.266170 3.373829 -0.100 -0.069 0.349
H 3.208297 -1.504935 -3.491557 0.028 0.052 0.032
H 4.935867 0.899075 0.029512 0.161 -0.322 -0.129
H 4.789670 -1.192312 4.678714 -0.370 0.209 0.418
H 4.313798 -1.373937 -2.129549 -0.101 0.034 0.011
H 1.270075 -1.731232 -2.030178 0.155 -0.224 0.103
H 3.106404 -0.098034 -2.433806 0.044 -0.052 0.055



No. 4
67
Properties=species:S:1:pos:R:3:forces:R:3 method="wB97M-V/def2-TZVPD" e_tot_ev=-52066.612 largest_force_ev_per_a=2.9 homo_ev=-9.12 charge=0
P -4.653505 0.436915 0.461563 0.672 -0.536 0.349
O -4.949418 -0.950455 -0.316544 0.002 2.150 0.294
O -0.667035 5.129962 0.635561 -0.950 0.274 -0.556
O -3.208522 0.829037 0.354336 -2.303 -0.400 0.645
O -5.719682 1.441009 -0.124305 0.286 -0.388 -0.010
O -5.229437 0.229865 1.952739 1.285 0.208 -0.360
O 5.923235 -2.290139 -2.911372 0.946 0.156 -0.181
O -1.414981 4.611478 -2.309315 0.489 -0.373 -0.025
O 1.000586 3.030435 1.314853 0.192 -0.024 0.086
O 1.590042 -1.114699 1.097881 0.474 -1.197 0.163
O 3.052437 -2.871631 -2.698491 -0.624 0.256 -0.204
O 5.463730 -4.410700 -1.268709 0.556 -0.360 -0.601
O -0.543777 0.740627 0.472744 0.729 -0.904 -0.126
O 3.717986 -2.599059 -0.049869 1.044 -0.543 0.137
O 2.344659 1.117447 3.083019 -0.229 -0.424 -0.658
C -6.482399 -0.402727 2.220528 -0.848 0.287 -1.265
C 1.029480 1.598094 3.349602 0.896 0.888 1.204
C 1.096617 -0.979908 -0.213643 -2.294 1.648 0.352
C 3.667310 -2.036648 -3.675213 0.155 0.050 0.433
C -5.570052 1.961382 -1.455621 -0.131 -0.203 -0.415
C -0.405202 -0.582260 -0.091728 0.563 0.204 -0.699
C 5.689455 -4.130965 0.085888 -2.712 0.481 0.779
C -1.779701 4.413739 0.086877 0.425 -0.667 0.842
C -4.257539 -2.102056 0.122573 -0.509 -1.192 -0.612
C 4.295876 -3.677778 0.680658 0.891 0.031 0.476
C 4.925666 -1.329513 -3.099799 -0.847 -1.266 -1.194
C 0.802454 2.984921 2.721515 -0.039 -0.170 -0.564
C -1.475218 3.677676 -1.216205 -0.190 1.282 -0.222
H -3.410431 -1.925044 0.784073 -0.255 0.135 0.163
H -0.973693 -1.286622 0.517049 0.340 -0.211 0.265
H -0.495668 3.211930 -1.112806 -0.014 0.001 -0.266
H 6.425456 -3.336690 0.199933 0.023 -0.152 -0.208
H 5.243242 -0.606255 -3.851312 0.294 0.110 0.189
H -2.085434 3.684101 0.840389 -0.212 -0.349 -0.027
H -6.961995 -0.049769 3.132273 0.725 0.050 0.228
H -1.461861 0.787230 0.765557 -0.375 0.307 -0.151
H 2.965151 1.719120 3.501305 0.081 0.024 -0.093
H 3.573067 -4.494540 0.735072 0.134 -0.457 -0.463
H 3.026454 -1.282007 -4.136945 -0.662 0.195 0.654
H 5.538896 -3.030874 -2.429621 0.143 -0.247 0.153
H -6.404263 -1.489132 2.197734 0.176 0.065 0.186
H 0.472614 2.347206 0.887923 -0.172 -0.492 -0.095
H -2.181313 5.188828 -2.272442 -0.049 -0.024 0.128
H -0.854550 -0.650454 -1.084336 -0.068 0.399 -0.200
H 1.348805 -0.295212 1.538400 0.390 0.146 0.275
H -2.638512 5.080406 -0.001492 0.125 0.290 -0.263
H 3.499944 -2.794334 -1.847533 -0.138 0.276 0.294
H -0.131744 4.471154 1.092998 0.418 -0.028 -0.352
H 3.803179 -2.746682 -4.492667 1.118 0.350 -0.288
H 4.796980 -5.102076 -1.295314 -0.093 -0.034 -0.296
H 1.131776 -1.858768 -0.856280 0.580 -0.232 0.466
H 4.464939 -3.453739 1.735962 0.035 0.544 0.096
H 1.522360 3.721724 3.080194 0.209 -0.290 0.426
H -0.169771 3.432642 2.937738 -0.334 -0.416 0.443
H 1.637736 -0.137811 -0.648321 -0.077 -0.116 -0.652
H -5.304832 3.015150 -1.385634 0.090 -0.138 -0.097
H -6.513522 1.834637 -1.985791 -0.118 0.163 0.268
H -5.062727 -2.717940 0.524188 0.536 -0.322 0.630
H 1.025847 1.697331 4.437240 -0.689 0.355 0.196
H -3.909250 -2.637330 -0.761004 0.219 0.163 -0.018
H 5.951222 -5.043310 0.623606 0.438 0.101 0.162
H -4.845628 1.381784 -2.027779 0.279 0.223 0.137
H 0.308275 0.807717 3.144402 0.007 0.224 -0.616
H -2.214827 2.918367 -1.473921 -0.108 -0.200 0.424
H -7.155624 -0.086370 1.422400 -0.247 -0.277 -0.028
H 3.062565 -2.151976 0.495405 -0.174 0.266 0.361
H 4.734092 -0.846467 -2.140143 -0.507 0.330 -0.096